Entry 1:
C14H34AsBIrN3OSi2 | ωB97M-V/def2-TZVPD

Element x y z (Å)
Ir  0.89321  0.87302  0.00446
As  -0.99899  -0.82844  -0.15995
Si  -1.99933  -1.49472  1.91389
Si  -1.45055  -2.48383  -1.86131
O  1.30401  1.59753  -1.83688
N  -1.54908  4.26049  1.45680
N  1.96531  0.03569  1.51053
N  -0.16702  2.59750  1.14626
C  -3.77564  -2.10630  1.56035
C  -0.96642  -2.82349  2.80995
C  -0.53219  4.42973  2.34662
C  -3.28474  -2.29651  -2.35982
C  0.31712  3.38240  2.15006
C  -2.07429  0.08753  2.97510
C  2.50355  3.62251  -2.20698
C  -0.27529  -2.15073  -3.31957
C  2.44828  2.09192  -2.40968
C  -1.29158  3.15089  0.74865
C  -1.07993  -4.14139  -0.97974
C  2.49649  -0.59239  2.33740
C  2.43433  1.76575  -3.91578
C  3.69465  1.45770  -1.75914
B  3.13828  -1.41961  3.42499
H  -1.80852  -4.33963  -0.19853
H  -0.94294  -3.75845  2.25835
H  4.59991  1.84439  -2.21680
H  2.39544  0.68855  -4.05387
H  3.32825  2.15563  -4.39177
H  2.28228  -2.03385  3.97338
H  -1.38414  -3.02811  3.79217
H  1.22376  3.14578  2.66379
H  -2.35219  4.86007  1.35724
H  3.71348  1.68812  -0.69353
H  0.76051  -2.13703  -2.99206
H  -0.09297  -4.11774  -0.52261
H  -2.38551  -0.13157  3.99099
H  -1.10275  -4.97661  -1.67206
H  -2.77729  0.80530  2.56110
H  0.05936  -2.49285  2.95122
H  -1.90814  2.77138  -0.04024
H  3.38909  4.03057  -2.68238
H  -0.36351  -2.90929  -4.08924
H  -4.31417  -1.40662  0.92535
H  3.71789  -0.67178  4.15975
H  -0.48644  5.25106  3.03090
H  -3.44382  -1.36422  -2.89506
H  -4.33337  -2.21418  2.48604
H  -3.77714  -3.07235  1.06558
H  -3.60814  -3.10277  -3.00982
H  -0.49078  -1.19200  -3.78203
H  -1.09592  0.55707  3.03194
H  3.67061  0.37705  -1.88510
H  2.52958  3.85196  -1.14462
H  1.62156  4.08771  -2.63698
H  4.00397  -2.08915  2.95132
H  -3.93452  -2.29757  -1.48913
H  1.55640  2.20585  -4.37952

Its net charge is +1. As for the spin multiplicity: 6. The calculation puts the frontier orbital gap (alpha / beta) at 9.389 / 6.242 eV. The value obtained for the HOMO energy (alpha / beta) is -11.6 / -12.1 eV.


Entry 2:
C14H35BClF4LiMgN5NaO11P | ωB97M-V/def2-TZVPD

Element x y z (Å)
Cl  3.63862  0.21047  -1.68277
P  -3.48674  1.01324  1.29722
Mg  2.43862  -1.38953  -3.48461
Na  -0.26138  -1.69388  0.26071
F  7.28680  -2.86947  3.05424
F  6.24436  -4.95745  2.61782
F  6.07358  -3.97242  4.77126
F  8.14975  -4.85414  4.03051
O  3.26090  -4.96267  2.18999
O  3.33848  5.29278  -0.71777
O  -2.56892  -5.13166  -1.11497
O  0.89061  3.28461  -4.22997
O  -4.04083  0.52337  -0.31804
O  -1.11570  -2.16436  -3.66807
O  -4.23487  -3.78072  -1.28456
O  2.43378  1.67965  2.22803
O  -3.88039  -5.24914  -2.81648
O  -2.76389  -0.18302  2.05083
O  -4.86149  1.59194  2.26011
N  -3.56134  -4.72054  -1.73871
N  2.55517  1.91669  -0.39811
N  -1.19238  4.12829  -4.03885
N  0.28385  2.22166  0.62889
N  0.39274  5.27284  -5.17128
C  3.16131  -2.00184  2.85034
C  -5.94582  0.59790  2.26578
C  3.60716  -0.44166  3.24090
C  0.24752  2.34850  -0.89535
C  -2.37548  -1.34800  -0.92746
C  0.08392  4.16969  -4.46446
C  -2.32381  2.53134  1.06337
C  -3.92453  -0.93711  -0.47826
C  1.70549  2.14304  -1.62961
C  1.75153  1.93294  0.91553
C  -0.81343  2.32313  1.66512
C  3.26635  0.47504  1.92465
C  -5.61360  -0.44391  3.52827
C  -1.45165  -1.34302  -4.65141
B  6.93861  -4.16338  3.61849
Li  3.03862  4.81462  -5.84138
H  -4.31552  -1.56018  0.44578
H  -6.63958  -0.67588  4.05336
H  -2.80404  3.43996  1.67029
H  -0.73436  2.57037  -1.50087
H  4.20928  -5.10773  2.43796
H  -1.66996  -0.42650  -0.65709
H  -0.70505  1.40301  2.40564
H  4.78284  -0.50698  3.43680
H  3.58021  1.73294  -0.54872
H  -2.07732  -2.29340  -0.28641
H  -0.26706  6.00613  -5.36812
H  -4.83445  0.09798  4.23381
H  3.17345  -4.67459  1.24582
H  -6.07756  0.03131  1.24824
H  -1.47632  3.32010  -3.50282
H  -1.83766  -1.79723  -5.57979
H  -6.96138  1.19150  2.44231
H  1.33977  5.35357  -5.51464
H  3.84345  -2.77430  3.40853
H  -5.09938  -1.37674  3.03400
H  2.01252  -2.12062  3.06174
H  2.61310  -0.18385  1.20190
H  -2.37557  2.82128  -0.06907
H  -2.32346  -1.63497  -2.06630
H  -0.56319  3.28142  2.32519
H  2.71084  -5.76577  2.37603
H  3.35614  -2.17797  1.68620
H  3.13487  -0.06847  4.24491
H  4.25699  0.87921  1.44405
H  -2.24154  -0.60150  -4.44315
H  -0.66035  -0.68997  -5.05720
H  -1.86234  4.85417  -4.22845
H  -4.61968  -1.24025  -1.38691
H  2.73876  4.67483  -0.34110
H  2.02203  2.15525  -2.76187

Its net charge is +1. The calculation puts the frontier orbital gap at 1.927 eV. The value obtained for the HOMO energy is -8.7 eV.


Entry 3:
C14H35ClO14S4 | ωB97M-V/def2-TZVPD

Element x y z (Å)
Cl  3.99853  6.18555  -0.89933
S  -0.68683  0.14879  -2.45000
S  -1.36800  3.97049  1.82169
S  -5.59091  -3.45994  -0.82328
S  3.10309  -3.23683  1.22854
O  -1.36998  5.16748  1.03938
O  -0.53530  0.64019  -3.78589
O  -5.01903  -4.48604  -1.64436
O  3.41160  -1.72527  0.87952
O  0.11258  3.42286  1.96568
O  -1.69652  -1.06499  -2.44495
O  4.15100  3.60502  -0.79490
O  -2.22997  2.89011  1.43957
O  -5.49356  -2.09948  -1.25527
O  5.79132  4.72432  0.25112
O  1.93273  -3.65311  0.51359
O  -5.02411  -3.60866  0.64894
O  0.47856  -0.21305  -1.69471
O  3.14978  -3.43521  2.64549
C  0.68618  2.70601  0.84266
C  2.02144  -0.44754  2.47404
C  6.94164  5.29074  -0.39976
C  4.68372  4.60972  -0.48662
C  -3.58027  -3.68067  0.79435
C  1.04295  3.60031  -0.32267
C  -1.59635  4.37233  3.51716
C  -0.29887  -3.06606  -2.83253
C  4.54051  -3.93461  0.49715
C  -2.89848  -2.35164  0.57175
C  2.32290  -0.77393  1.02711
C  -7.26833  -3.83511  -0.45916
C  -1.43490  -2.19399  -3.31998
C  -1.65469  1.25971  -1.50030
H  -7.33344  -4.86436  -0.11842
H  -1.03960  2.14358  -1.35243
H  1.58480  2.24640  1.24766
H  -1.57925  3.45691  4.10142
H  -7.62097  -3.14096  0.29868
H  2.91740  -0.09683  2.98706
H  0.00651  1.90449  0.55556
H  7.32470  4.58375  -1.13535
H  0.16076  4.05161  -0.77701
H  1.69558  4.40983  0.00247
H  4.50505  -3.76741  -0.57552
H  1.56295  3.00877  -1.07651
H  7.67713  5.45638  0.37689
H  0.65526  -2.54319  -2.86431
H  -3.43641  -4.03967  1.81098
H  -2.37804  -2.73699  -3.31704
H  1.45165  -1.16325  0.50080
H  -3.01477  -2.01177  -0.45576
H  1.26212  0.33429  2.51368
H  -1.89081  0.79730  -0.54529
H  -0.23361  -3.94750  -3.47156
H  -0.46973  -3.38981  -1.80557
H  -2.56628  4.86003  3.59140
H  6.68720  6.23848  -0.87415
H  -0.80461  5.05249  3.81803
H  4.51502  -4.99825  0.72434
H  1.64464  -1.31626  3.01116
H  -1.83149  -2.45549  0.77666
H  -3.31238  -1.58538  1.22826
H  -1.26050  -1.81628  -4.32817
H  -2.55906  1.51633  -2.04436
H  2.66845  0.10169  0.48138
H  5.41569  -3.47103  0.94392
H  -7.82054  -3.69904  -1.38659
H  -3.20582  -4.44629  0.11367

The calculation puts the frontier orbital gap at 11.061 eV. The value obtained for the HOMO energy is -10.6 eV. The SMILES is CCOS(C)(=O)=O.CCOS(C)(=O)=O.CCOS(C)(=O)=O.CCOS(C)(=O)=O.COC(=O)Cl.


Number 1: energy -3736.990829 a.u., molar mass 594.6 g/mol. Number 2: energy -3250.786031 a.u., molar mass 656.9 g/mol. Number 3: energy -3660.685503 a.u., molar mass 591.1 g/mol.